ORCA calculation (ωB97M-V with the def2-TZVPD basis set) on a cluster of 9 separate species, C44H68N2O21S3 in total at a distorted geometry.

Summary:
LUMO energy = -1.68 eV
F_max = 8.05 eV/A
frontier orbital gap = 6.7 eV
HOMO level = -0.3071 Ha

Structure (ORCA input):
```
! RIJCOSX wB97M-V def2-TZVPD def2/J DEFGRID3
* xyz 0 1
C -0.201 1.448 0.368
C -0.688 1.574 -1.227
O 0.475 1.365 -2.118
C 0.017 1.048 -3.498
C 0.327 -0.568 -3.713
O -0.518 -1.284 -2.744
C 0.290 -1.905 -1.664
O 0.180 -3.365 -1.851
S 0.972 -4.234 -0.617
O -0.122 -4.567 0.449
O 2.183 -3.263 0.164
C 3.443 -3.937 -0.212
C 4.806 -3.113 0.180
C 5.015 -2.843 1.786
S 6.530 -1.689 1.930
C 5.919 0.082 1.907
S 5.260 0.675 3.397
N 5.965 1.031 0.719
C 4.822 1.215 -0.266
C 5.389 2.384 -1.319
N 6.824 2.796 -0.953
C 7.104 1.944 0.282
H -0.805 0.566 0.890
H 0.942 1.154 0.428
H -0.457 2.425 0.978
H -1.598 0.848 -1.459
H -1.060 2.674 -1.389
H -1.158 1.183 -3.568
H 0.571 1.714 -4.301
H 1.466 -0.832 -3.672
H -0.026 -0.811 -4.823
H 1.391 -1.513 -1.602
H -0.240 -1.592 -0.649
H 3.412 -5.049 0.165
H 3.429 -4.002 -1.404
H 5.719 -3.805 -0.158
H 4.933 -2.086 -0.373
H 5.183 -3.829 2.421
H 4.097 -2.291 2.294
H 3.763 0.669 -0.300
H 4.737 2.780 -2.210
H 8.165 2.075 0.811
O -2.621 2.537 -4.494
C -3.199 2.173 -5.505
O -3.997 2.978 -6.267
C -4.593 2.199 -7.303
C -3.698 0.999 -7.464
C -3.179 0.783 -6.065
H -5.607 1.923 -6.994
H -4.652 2.791 -8.221
H -4.215 0.129 -7.878
H -2.863 1.245 -8.131
H -3.849 0.151 -5.476
H -2.166 0.375 -6.071
O -2.453 1.934 2.183
C -2.725 1.366 3.228
O -3.257 1.981 4.324
C -3.342 1.042 5.394
C -3.340 -0.313 4.735
C -2.484 -0.085 3.515
H -2.479 1.185 6.053
H -4.258 1.216 5.967
H -2.969 -1.108 5.388
H -4.358 -0.576 4.425
H -1.422 -0.236 3.729
H -2.803 -0.711 2.679
O -6.783 0.124 6.111
C -7.361 -0.240 5.100
O -8.159 0.565 4.338
C -8.755 -0.213 3.301
C -7.860 -1.414 3.140
C -7.341 -1.629 4.539
H -9.769 -0.489 3.611
H -8.814 0.378 2.383
H -8.377 -2.284 2.726
H -7.025 -1.167 2.473
H -8.011 -2.262 5.129
H -6.328 -2.038 4.533
O 6.402 -7.053 2.499
C 5.428 -6.817 3.194
O 4.491 -5.866 2.908
C 3.559 -5.788 3.986
C 3.660 -7.113 4.696
C 5.108 -7.484 4.497
H 3.839 -4.949 4.630
H 2.554 -5.612 3.592
H 3.362 -7.062 5.746
H 3.021 -7.851 4.197
H 5.747 -7.065 5.280
H 5.239 -8.566 4.429
O 4.600 -1.686 6.570
C 5.473 -1.125 7.211
O 6.621 -1.727 7.640
C 7.357 -0.810 8.449
C 6.867 0.556 8.048
C 5.427 0.297 7.683
H 7.153 -1.032 9.502
H 8.428 -0.931 8.262
H 6.991 1.306 8.834
H 7.414 0.901 7.162
H 4.768 0.364 8.553
H 5.088 0.965 6.888
O -12.351 4.047 5.476
C -11.326 3.669 6.020
O -11.124 2.401 6.484
C -9.866 2.343 7.155
C -9.069 3.497 6.605
C -10.133 4.526 6.317
H -10.040 2.434 8.232
H -9.384 1.382 6.953
H -8.293 3.850 7.291
H -8.582 3.199 5.669
H -10.347 5.146 7.191
H -9.868 5.145 5.457
O 1.483 1.862 -7.551
C 2.356 2.423 -6.910
O 3.504 1.821 -6.481
C 4.240 2.738 -5.672
C 3.750 4.104 -6.074
C 2.310 3.845 -6.438
H 4.036 2.516 -4.619
H 5.311 2.617 -5.859
H 3.874 4.854 -5.288
H 4.296 4.449 -6.960
H 1.651 3.912 -5.568
H 1.971 4.513 -7.233
O 2.343 2.666 -13.857
C 2.071 2.097 -12.813
O 1.538 2.713 -11.717
C 1.454 1.773 -10.646
C 1.456 0.419 -11.305
C 2.312 0.646 -12.525
H 2.317 1.916 -9.987
H 0.538 1.947 -10.074
H 1.826 -0.377 -10.653
H 0.438 0.156 -11.615
H 3.374 0.496 -12.311
H 1.993 0.020 -13.362
*
```